(1)
This record from the OMol25 dataset describes 2 unconnected molecules or ions with the total composition C28H49BBr2N3O7SSi2 in a non-equilibrium geometry. The level of theory is wB97M-V/def2-TZVPD.

```
! RIJCOSX wB97M-V def2-TZVPD def2/J DEFGRID3
* xyz 1 1
C -1.32831 0.50853 6.18048
C -0.15547 1.18096 5.37362
C -0.64618 1.46976 3.89610
O 0.32726 2.33320 3.23559
C 0.04801 2.45937 1.88384
C -0.93367 3.52424 1.57518
B -1.61672 4.46878 2.69210
O -0.94448 4.79121 3.89325
C -3.11871 5.06627 2.54340
C -4.14993 3.87852 2.82969
C -1.28231 3.69384 0.12584
C -0.69312 2.90514 -0.97036
C -1.21913 3.21228 -2.39201
S -2.73044 4.21662 -2.54004
O -2.39891 5.62165 -2.22829
O -3.81529 3.72653 -1.67270
C 0.35346 1.86538 -0.66284
C 1.06776 1.04470 -1.69523
C 0.86056 1.22186 -3.22737
C -0.27507 0.17223 -3.70982
O -0.93263 -0.25161 -2.49627
Si -2.07699 -1.51262 -2.75221
C -3.89461 -0.90742 -2.85520
C -1.69352 -2.67746 -4.20800
C -2.00127 -2.60506 -1.16417
C 2.02738 0.01112 -1.24500
C 2.68336 -0.85709 -2.38099
C 3.92218 -0.11844 -3.04645
C 4.38572 -0.70041 -4.44669
N 4.48393 0.89747 -2.51747
N 2.34019 -0.18947 0.13433
Si 3.58546 -1.43799 0.62466
C 2.76355 -3.14227 0.23465
C 4.16522 -1.51190 2.40369
C 5.21584 -1.31978 -0.39626
C 1.69368 0.56149 1.10650
O 1.91885 0.36612 2.46305
N 1.15420 -0.72240 2.94437
O 1.58193 -1.10482 3.95574
C 0.69768 1.63225 0.78997
H -1.65511 -0.46908 5.71642
H -2.23428 1.18455 6.12966
H -1.10486 0.37627 7.27179
H 0.01142 2.20338 5.83199
H 0.82557 0.64394 5.42309
H -0.85775 0.53073 3.30671
H -1.64972 1.98370 4.01295
H 0.00313 4.84301 3.66704
H -3.22354 5.88674 3.31243
H -3.19462 5.49265 1.50641
H -3.71292 3.15521 3.58273
H -5.11867 4.32424 3.17277
H -4.25561 3.29412 1.87350
H -2.04019 4.50603 -0.05185
H -0.40690 3.75775 -2.96296
H -1.45862 2.22467 -2.89614
H -3.13447 4.23203 -3.87695
H 0.67932 2.26321 -3.58017
H 1.76109 0.92224 -3.84653
H 0.21628 -0.66743 -4.26703
H -0.97445 0.69416 -4.42020
H -4.09686 -0.58165 -3.90914
H -4.54496 -1.77670 -2.53920
H -4.00365 -0.07606 -2.10372
H -2.01141 -3.71383 -3.87687
H -0.60245 -2.74698 -4.46124
H -2.32618 -2.40308 -5.10191
H -1.36039 -2.05655 -0.40020
H -1.45528 -3.57955 -1.36126
H -3.00179 -2.74310 -0.68304
H 2.90837 -1.91371 -2.08875
H 1.97398 -0.99971 -3.25326
H 3.82048 -0.20185 -5.29080
H 5.48397 -0.51264 -4.59206
H 4.22782 -1.81498 -4.47300
H 5.25443 1.21682 -3.12565
H 3.26228 -3.57008 -0.68696
H 1.67232 -3.01607 -0.05457
H 2.79126 -3.84172 1.10876
H 4.27479 -0.51528 2.90672
H 3.51230 -2.22712 2.98918
H 5.19479 -1.98402 2.42640
H 6.03448 -1.84545 0.16576
H 5.54602 -0.25984 -0.54658
H 5.09531 -1.87973 -1.37148
Br -0.40247 -6.13866 -0.47928
C -1.21358 -6.04697 1.28961
C -2.61141 -6.60956 1.28173
Br -3.86782 -5.36015 0.48146
H -1.16847 -5.00626 1.60390
H -0.56551 -6.64433 1.93163
H -2.96730 -6.76161 2.30070
H -2.69760 -7.54252 0.72880
*
```

The HOMO-LUMO gap comes out at 7.26 eV. For the calculated total energy, the calculation gives -7936.967934 hartree. For the LUMO energy, the calculation gives -4.1 eV. The calculation puts the HOMO energy at -11.3469 eV.

For each atom in turn, the Löwdin charge in e is: C -0.1063; C -0.2052; C -0.1788; O -0.0959; C -0.1193; C 0.0474; B -0.3888; O 0.1158; C -0.1460; C -0.0909; C 0.0736; C -0.1090; C -0.2276; S 0.7252; O -0.3770; O -0.3602; C 0.0173; C -0.0343; C -0.0911; C -0.2309; O -0.2568; Si 0.4872; C -0.1715; C -0.1730; C -0.1980; C -0.0904; C -0.0835; C -0.4119; C -0.0334; N 0.1419; N 0.0494; Si 0.5966; C -0.1686; C -0.1858; C -0.1701; C -0.1540; O -0.0368; N 0.0337; O 0.1056; C 0.0761; H 0.0818; H 0.0813; H 0.0815; H 0.1267; H 0.0934; H 0.1282; H 0.1219; H 0.1111; H 0.1102; H 0.0976; H 0.0657; H 0.0807; H 0.0790; H 0.0953; H 0.1210; H 0.0927; H 0.1013; H 0.1013; H 0.1070; H 0.0966; H 0.1286; H 0.0337; H 0.0494; H 0.0418; H 0.0527; H 0.0315; H 0.0467; H 0.0302; H -0.0179; H -0.0035; H 0.0956; H 0.1086; H 0.0917; H 0.0866; H 0.0849; H 0.0775; H 0.0421; H 0.0362; H 0.0450; H 0.0539; H 0.0397; H 0.0632; H 0.0489; H 0.0360; H 0.0378; Br 0.6171; C -0.6828; C -0.6861; Br 0.6382; H 0.0496; H 0.0587; H 0.0608; H 0.0544

(2)
This record from the OMol25 dataset describes 6 unconnected molecules or ions with the total composition C28H49BClF5N5 in a non-equilibrium geometry. The level of theory is wB97M-V/def2-TZVPD.

```
! RIJCOSX wB97M-V def2-TZVPD def2/J DEFGRID3
* xyz -1 1
C 5.70540 -2.02452 -1.32586
C 5.52494 -0.43913 -1.61461
C 4.58354 -0.20238 -2.91264
Cl 3.37054 -1.58378 -3.11661
B 3.92024 1.29719 -2.89543
C 2.74762 1.52845 -1.76653
C 1.25578 1.15291 -2.29597
C 0.28808 0.66799 -1.11472
C -0.92999 -0.18154 -1.68907
F -1.61919 0.54792 -2.68266
F -1.79253 -0.49008 -0.58738
C -0.51015 -1.59647 -2.31767
F -1.64546 -2.44802 -2.19051
F -0.21414 -1.50934 -3.69332
F 0.56695 -2.15002 -1.60627
H 5.85014 -2.63628 -2.27003
H 6.62148 -2.12912 -0.63686
H 4.78921 -2.37771 -0.75065
H 4.96150 -0.00394 -0.71875
H 6.54566 0.04978 -1.77639
H 5.29877 -0.27311 -3.81331
H 3.43107 1.58591 -3.96023
H 4.81250 2.08169 -2.67661
H 2.96563 1.05658 -0.74538
H 2.69983 2.66518 -1.57505
H 1.33569 0.37952 -3.12258
H 0.82913 2.10662 -2.77654
H -0.17241 1.62163 -0.66261
H 0.81910 0.14546 -0.26050
C -3.74948 -2.61371 3.97189
C -3.94035 -1.33206 3.18036
C -2.63247 -0.59006 2.89631
C -1.97107 -0.20689 4.18618
N -1.45560 0.09286 5.19600
H -3.33217 -2.41419 4.96182
H -4.71004 -3.11140 4.11846
H -3.08182 -3.30849 3.45325
H -4.62273 -0.67979 3.73428
H -4.42302 -1.57294 2.22853
H -2.83219 0.31378 2.31589
H -1.95175 -1.22017 2.31834
C -0.08003 5.42144 1.23409
C 1.14624 4.63448 1.68417
C 2.42943 5.07528 0.97647
C 2.29454 4.86794 -0.50100
N 2.18903 4.69833 -1.65598
H -0.28591 5.27269 0.17129
H -0.96486 5.09337 1.78492
H 0.05412 6.49275 1.41235
H 0.97071 3.56973 1.50280
H 1.27313 4.76023 2.76345
H 3.27900 4.49293 1.34149
H 2.63320 6.13138 1.17213
C 9.69040 -1.63078 0.85325
C 10.19217 -0.19081 0.82384
C 9.21961 0.76367 0.12775
C 9.01903 0.34053 -1.29493
N 8.86222 0.00714 -2.40713
H 9.57698 -2.03827 -0.15422
H 10.40093 -2.26970 1.38355
H 8.72496 -1.69932 1.36282
H 11.16312 -0.16347 0.31929
H 10.35358 0.15087 1.85054
H 9.61520 1.78202 0.14368
H 8.25299 0.76760 0.63860
C -9.28910 -2.22815 3.26890
C -9.15778 -0.78938 3.75712
C -7.70201 -0.34781 3.92332
C -7.01584 -1.21713 4.93372
N -6.48616 -1.90031 5.73457
H -8.86599 -2.93667 3.98530
H -10.34165 -2.48977 3.13723
H -8.78195 -2.36433 2.30930
H -9.68663 -0.68826 4.70996
H -9.65217 -0.12492 3.04290
H -7.65982 0.69061 4.26054
H -7.16855 -0.41693 2.97146
C -3.82773 -1.44132 -4.25011
C -4.88788 -2.53334 -4.15692
C -6.29941 -1.97983 -3.94316
C -6.35948 -1.20577 -2.66024
N -6.40642 -0.60195 -1.65612
H -3.75912 -0.86576 -3.32426
H -2.84549 -1.88165 -4.43084
H -4.04728 -0.75035 -5.06977
H -4.62808 -3.21053 -3.33736
H -4.87256 -3.12269 -5.07841
H -7.02146 -2.79884 -3.89727
H -6.58347 -1.32334 -4.76969
*
```

The HOMO-LUMO gap comes out at 7.03 eV. For the calculated total energy, the calculation gives -2354.402602 hartree. For the LUMO energy, the calculation gives 2.0 eV. The calculation puts the HOMO energy at -5.0323 eV.

For each atom in turn, the Löwdin charge in e is: C -0.1838; C -0.2768; C -0.6289; Cl 0.5157; B -0.5989; C -0.2330; C -0.2071; C -0.0967; C -0.3201; F 0.0573; F 0.0141; C -0.3434; F 0.0564; F 0.0857; F 0.0843; H 0.0558; H 0.0446; H 0.0520; H 0.0909; H 0.0594; H 0.0884; H 0.0446; H 0.0440; H 0.0754; H 0.0258; H 0.0699; H 0.1135; H 0.1259; H 0.1224; C -0.1239; C -0.2780; C -0.1809; C -0.2144; N 0.1218; H 0.0715; H 0.0507; H 0.0775; H 0.0852; H 0.1116; H 0.1143; H 0.1154; C -0.1178; C -0.2701; C -0.1794; C -0.1978; N 0.1675; H 0.0701; H 0.0692; H 0.0727; H 0.1081; H 0.1056; H 0.1150; H 0.1114; C -0.1173; C -0.2768; C -0.1787; C -0.2179; N 0.1571; H 0.0704; H 0.0676; H 0.0754; H 0.1082; H 0.1039; H 0.1116; H 0.1192; C -0.1134; C -0.2715; C -0.1827; C -0.2123; N 0.1532; H 0.0696; H 0.0705; H 0.0790; H 0.1102; H 0.1085; H 0.1162; H 0.1150; C -0.1111; C -0.2656; C -0.1899; C -0.2166; N 0.1231; H 0.0622; H 0.0653; H 0.0824; H 0.1119; H 0.1071; H 0.1092; H 0.1141